This record from the OMol25 dataset describes C12H12O2S as an isolated structure at a distorted geometry. The level of theory is wB97M-V/def2-TZVPD.

The molar mass comes out at 220.29 g mol⁻¹. The orbital gap is 8.248 eV. The value obtained for the energy above the lowest of the compared OMol25 structures with the same formula, charge and spin is 237.9 kJ/mol. The value obtained for the largest force on an atom is 5.822 eV/Å. Its highest occupied orbital energy is -8.2591 eV.

The geometry in XYZ format:
```
27
Properties=species:S:1:pos:R:3:forces:R:3
C -2.267 0.445 1.357 -0.59 -0.43 1.06
C -2.487 -0.852 1.063 2.91 0.59 -3.80
C -0.707 -0.786 -0.626 -0.77 1.20 1.11
C -1.250 1.112 0.657 -1.16 2.53 1.82
C -0.466 0.535 -0.288 0.13 -1.04 -0.54
C -1.763 -1.445 -0.026 0.65 0.25 0.81
C -0.986 2.547 0.948 0.99 0.92 -0.39
C 0.195 2.985 0.144 1.88 -3.35 -2.33
C 1.175 3.861 0.081 -1.63 2.77 2.90
C 0.605 1.308 -0.960 -0.43 3.02 4.96
C -1.081 -3.350 -1.192 -4.73 -0.67 -2.78
C 2.473 0.437 0.860 -1.97 1.83 2.44
O -1.552 3.299 1.714 -0.33 -0.60 -0.02
O -2.049 -2.712 -0.346 0.24 -0.04 -0.08
S 2.309 0.843 -0.865 -0.09 -0.18 -0.09
H -2.899 0.774 2.214 1.00 0.77 -0.92
H -3.140 -1.459 1.500 -2.83 -2.17 2.02
H -0.003 -1.133 -1.300 0.80 -1.31 -1.25
H 2.033 3.750 -0.489 1.36 -0.63 -1.37
H 1.249 4.855 0.708 -0.62 -2.01 -1.01
H 0.374 1.686 -1.879 -0.50 0.62 -2.63
H -0.310 -3.707 -0.648 2.87 -0.72 1.70
H -0.809 -2.736 -2.093 -0.25 -0.76 0.97
H -1.717 -4.253 -1.502 1.33 1.11 -0.08
H 1.833 1.134 1.573 1.30 -0.84 -1.73
H 3.461 0.472 1.258 1.07 0.50 -0.34
H 2.141 -0.510 1.199 -0.63 -1.36 -0.48
```
Positions in Å, forces in eV/Å.

Mulliken population analysis, charges in e, atoms 1 to 4: number 1, C, carries -0.894; number 2, C, carries -0.576; number 3, C, carries -0.197; number 4, C, carries 0.270